C6H15NS | wB97M-V/def2-TZVPD

Summary:
**Gap between HOMO and LUMO**: 0.347 Eh
**Structure (SMILES)**: CCCNCCCS
**DFT total energy**: -18789.80144 eV
**Energy above the lowest of the compared OMol25 structures with the same formula, charge and spin**: 0.788 eV
**Multiplicity**: 1

```
23
C6H15NS (wB97M-V/def2-TZVPD)
H -0.76 -0.91 2.39
C -0.63 -0.28 1.50
H -1.82 -1.70 -2.64
H -0.24 -0.98 -2.58
H 1.02 3.28 -1.10
S 1.28 2.29 -0.23
H -0.99 -2.79 0.68
H 0.67 -2.66 -1.17
C -0.98 -2.07 -0.14
C 0.15 2.16 1.18
H 0.41 1.04 2.94
N -0.18 -0.96 0.32
H 1.34 0.39 1.56
H -0.39 -2.29 -3.61
H -0.91 2.36 1.04
H -2.05 -1.88 -0.35
H 0.11 -0.34 -0.42
H -0.68 -3.78 -1.47
C 0.38 0.81 1.88
C -0.40 -2.73 -1.39
H -1.62 0.19 1.37
H 0.50 2.93 1.88
C -0.76 -1.94 -2.65
```



CH10N3 | wB97M-V/def2-TZVPD

Summary:
**Gap between HOMO and LUMO (spin up / spin down)**: 0.144 / 0.402 Eh
**<S²>**: 0.75
**DFT total energy**: -5666.61719 eV
**Energy above the lowest of the compared OMol25 structures with the same formula, charge and spin**: 0.000 eV
**Multiplicity**: 2

```
14
CH10N3 (wB97M-V/def2-TZVPD)
H -0.17 2.18 1.39
H 2.32 -0.09 -0.06
H -0.83 0.17 0.23
H -0.81 -1.54 0.22
H 0.69 0.23 -1.61
C 0.62 -0.71 -1.06
N -0.71 -0.69 -0.37
H -1.29 1.36 2.24
H -1.49 -0.70 -1.08
N 1.68 -0.87 -0.12
H -1.75 2.26 0.92
N -1.03 1.64 1.30
H 2.18 -1.74 -0.21
H 0.58 -1.52 -1.79
```



C5H9N2O | wB97M-V/def2-TZVPD

Summary:
**Gap between HOMO and LUMO (spin up / spin down)**: 0.277 / 0.380 Eh
**DFT total energy**: -10346.71864 eV
**Energy above the lowest of the compared OMol25 structures with the same formula, charge and spin**: 5.902 eV
**Charge**: +1
**Multiplicity**: 1

```
17
C5H9N2O (wB97M-V/def2-TZVPD)
H -0.94 -2.68 -0.46
C 0.83 -0.41 0.60
H -0.54 1.41 -0.99
O -1.37 -1.52 -2.09
H -2.84 -0.03 -3.48
H 2.05 0.50 3.15
C 1.40 1.34 2.87
H 1.60 -1.10 1.13
H 0.43 1.43 3.37
H -2.31 1.47 -3.06
N -2.23 0.44 -2.89
N -0.53 0.34 -1.17
H 0.38 -2.44 -1.77
C -0.31 -1.96 -1.17
H 1.82 2.30 2.64
C -1.39 -0.15 -2.04
C 0.21 -0.69 -0.52
```